[1]
Here is a molecular structure, C12H33AlN2O6P from the OMol25 dataset. Energies are from ωB97M-V/def2-TZVPD.

The geometry in XYZ format:
```
55
Properties=species:S:1:pos:R:3:forces:R:3
O -2.2808 -1.4265 -6.2123 2.3197 -1.7627 4.3552
P -1.5023 -1.8146 -4.8601 -2.3673 2.2526 -5.7142
O -2.6762 -2.6136 -3.8381 2.8925 -1.1063 -2.1271
O -0.2157 -2.9222 -5.3820 -0.7077 2.5842 1.1520
C -0.8306 -0.1773 -4.1453 -0.2458 -0.1200 -0.6907
Al -0.1848 -0.2680 -2.2024 -0.4507 0.1239 0.5365
C -0.5672 -2.0311 -1.2306 1.1839 -3.0455 -0.6246
C 0.1122 -3.3786 -2.1809 3.0177 0.9612 0.7226
C 1.7136 -3.0806 -2.7814 -0.0375 -4.5807 3.7990
O 1.3444 -4.0999 -1.5446 -4.0245 1.8099 -2.1945
H -2.7656 -3.5476 -4.2434 0.0484 2.1087 0.8184
H 0.5662 -2.3462 -5.6875 -1.8514 -1.1018 0.8258
H -1.7091 0.6220 -4.2563 1.7991 -2.0483 0.0056
H 0.0897 0.1808 -4.8042 -2.0533 -1.0620 1.0189
H -1.0073 0.8691 -1.4052 -0.2595 0.1034 0.0623
H 1.3396 0.1989 -2.1498 0.4406 -0.1313 -0.0717
H -1.6985 -2.2875 -1.0731 2.1513 0.3163 -0.0975
H 0.0779 -2.0715 -0.2357 -1.6020 -0.0758 -1.9302
H -0.6734 -4.0221 -2.9175 2.7383 1.6406 2.1211
H 2.5169 -2.6094 -2.0742 -1.8093 0.5171 -2.1813
H 2.2017 -3.9836 -3.3714 -1.1946 2.5714 0.1053
C 2.4041 5.2528 0.4029 0.2576 0.3395 0.0252
C 1.1620 5.0048 -0.4495 0.0485 -0.5203 0.0721
C -0.0005 4.3332 0.3202 0.0096 -0.3071 -0.2536
O 0.1861 2.9396 0.5801 -0.0182 0.7728 0.3098
C 1.0586 2.6568 1.6622 -0.1554 -0.3539 -0.3428
N 1.5446 4.2229 -1.6343 -0.2693 -0.0813 0.1390
H 3.0041 4.3523 0.5527 -0.1693 0.0298 -0.0512
H 3.0583 5.9859 -0.0879 -0.1630 -0.1796 0.0514
H 2.1351 5.6538 1.3855 0.0205 -0.0476 -0.0494
H 0.8041 5.9847 -0.7884 -0.1045 -0.1031 0.0144
H -0.8996 4.3967 -0.3036 0.1275 -0.1604 0.0126
H -0.2300 4.8705 1.2483 0.1433 0.0237 0.1516
H 0.9656 3.3886 2.4706 0.0525 0.1022 -0.0266
H 2.0887 2.6027 1.3059 0.1142 0.0802 0.2132
H 0.8010 1.6695 2.0577 -0.0890 0.1010 -0.1430
H 0.7384 4.1555 -2.2564 0.1964 0.0015 0.0731
H 1.6953 3.2566 -1.3269 -0.0093 0.2402 -0.1607
C -1.7293 -1.8365 4.9750 -0.1800 0.0084 0.3982
C -0.2908 -2.1046 4.5393 -0.2035 -0.0180 -0.4537
C 0.2035 -1.1725 3.4073 0.0322 -0.3037 -0.2857
O -0.3207 -1.4804 2.1131 0.2324 0.3557 0.8127
C -1.6484 -1.0304 1.8962 -0.0392 -0.1768 -0.4897
N -0.1617 -3.5204 4.1646 0.1848 0.0840 -0.2389
H -2.4673 -2.2560 4.2874 0.1804 0.0615 -0.0145
H -1.9187 -2.2958 5.9546 0.0884 0.0562 -0.2174
H -1.9195 -0.7625 5.0698 0.0052 -0.0905 -0.0431
H 0.3483 -1.9231 5.4122 0.0629 0.0018 -0.1349
H 1.2893 -1.2942 3.3197 -0.1061 -0.0771 -0.0864
H 0.0298 -0.1176 3.6520 -0.1930 0.0346 0.0373
H -1.8460 -0.0727 2.3875 0.0299 -0.0430 0.0809
H -2.3581 -1.7897 2.2290 -0.1734 0.1200 0.1218
H -1.7927 -0.9032 0.8189 0.1960 0.0617 0.1891
H 0.8220 -3.7225 3.9828 -0.1862 -0.0038 0.0861
H -0.6064 -3.6355 3.2481 0.0891 0.0364 0.3123
```
Forces are in eV/Å.

As for the total charge: -1. For the total energy, the calculation gives -1621.59791 Eh. The calculation puts the lowest unoccupied orbital energy at 2.703 eV. Its HOMO-LUMO gap is 7.931 eV.

=====

[2]
Here is a molecular structure, C12H33ClN3O3Pd from the OMol25 dataset. Energies are from ωB97M-V/def2-TZVPD.

The geometry in XYZ format:
```
53
Properties=species:S:1:pos:R:3:forces:R:3
Pd 0.4502 -0.5767 -0.6380 -0.5601 0.1303 -0.1286
Cl 4.0495 -2.1547 -1.5870 -0.1172 0.0499 0.0331
C -3.0796 4.0517 -2.0837 0.5881 0.2979 -1.8803
C -1.9881 3.0076 -2.3591 -1.0187 -0.6111 1.5859
C -0.6753 3.6340 -2.4262 1.5591 0.1239 -1.1144
O 0.3484 2.6447 -2.4895 0.7307 -0.3006 -0.5646
C 1.4847 3.1742 -3.1735 -0.6805 0.6951 -0.7764
N -1.9087 2.1587 -1.1777 -0.6350 -1.0683 0.3788
H -2.7431 4.7983 -1.3645 -0.0467 -0.1614 0.2099
H -4.0561 3.6478 -1.8162 0.1845 -0.1251 -0.0067
H -3.1503 4.5610 -3.0448 -0.6256 0.4982 0.0572
H -2.1408 2.4116 -3.2589 -0.2467 0.0028 0.0232
H -0.4249 4.2319 -1.5499 -0.3915 0.6440 -0.1467
H -0.7212 4.1525 -3.3839 0.6624 0.8761 0.1380
H 1.1851 3.5249 -4.1611 -0.2342 -0.2595 -0.4220
H 2.2790 2.4519 -3.3618 -0.1551 -0.0990 0.6904
H 1.8165 4.1180 -2.7408 0.4851 -0.2508 0.6679
H -2.0004 2.8852 -0.4821 0.3746 -0.2725 1.0247
H -2.8217 1.7287 -1.1365 -0.2081 -0.5981 0.3193
C 2.9612 2.4792 3.3027 1.3179 -1.2082 0.0638
C 2.9026 0.9902 3.7879 -0.2294 2.3692 -0.4171
C 3.1463 0.9656 5.3187 0.5296 0.7341 -1.3738
O 2.7651 -0.2866 5.6651 -1.4152 -2.3042 3.0398
C 2.9395 -0.6342 7.0821 0.4383 -0.5554 -0.6661
N 1.5399 0.5783 3.4364 -0.4211 -0.7053 1.5455
H 2.0415 3.0355 3.4838 0.0261 -0.2171 0.2895
H 3.1545 2.5086 2.2304 0.0949 0.1467 0.0293
H 3.7955 2.9170 3.8508 0.0026 0.5627 -0.3026
H 3.5709 0.3124 3.2566 0.3253 0.2720 0.1098
H 2.5636 1.7897 5.7302 -0.5288 0.0265 0.4581
H 4.1612 1.1066 5.6906 0.5204 0.4602 -0.6468
H 3.9270 -1.0839 7.1863 0.2043 0.1802 0.0270
H 2.2488 -1.4095 7.4134 -0.3138 0.0483 -0.6437
H 2.8453 0.1546 7.8284 -0.0636 0.5965 -0.5661
H 1.3661 -0.1140 4.1509 0.1027 -2.0172 -0.4730
H 0.9673 1.1879 4.0027 -0.6263 1.5546 -0.6670
C -2.8248 -5.6004 -1.2758 0.5114 -0.5690 -1.0652
C -1.8500 -4.4800 -1.7221 -1.1105 -1.4097 1.0361
C -2.2517 -3.7879 -3.0416 1.4325 -0.0410 1.3770
O -1.3106 -2.7230 -3.1901 -0.7890 -0.2546 -0.1715
C -0.8050 -2.6913 -4.5011 0.2634 0.2275 0.1837
N -1.7748 -3.5898 -0.5585 -0.5684 1.5281 -0.2904
H -3.8186 -5.3047 -0.9397 0.1157 0.5152 0.0139
H -2.3218 -6.1307 -0.4672 -0.2153 -0.1617 0.0428
H -2.9924 -6.3101 -2.0860 0.0360 -0.2262 -0.0192
H -0.8652 -4.9451 -1.7653 0.0587 0.0604 -0.7784
H -3.2751 -3.4139 -3.0708 -0.1299 0.0584 0.2445
H -2.1243 -4.5011 -3.8560 -0.0964 -0.1546 0.0001
H -1.5822 -2.6130 -5.2614 -0.1656 0.4815 -0.0148
H -0.2964 -3.6286 -4.7267 0.4907 0.0168 0.0001
H -0.1379 -1.8300 -4.4684 0.1202 -0.1680 -0.7389
H -1.8377 -4.1340 0.2900 0.7593 -0.5275 0.1618
H -2.7311 -3.2653 -0.5412 -0.3420 1.1091 0.1231
```
Forces are in eV/Å.

As for the total charge: +1. The energy relative to the best compared isomer or geometry (same formula, charge and spin) comes out at 503.53 kJ/mol. For the total energy, the calculation gives -1454.54776 Eh. Its spin multiplicity is 3. Its expectation value of S² is 2.0036. The calculation puts the lowest unoccupied orbital energy (spin up / spin down) at -4.861 / -6.813 eV. Its HOMO-LUMO gap (spin up / spin down) is 7.011 / 5.059 eV.

=====

[3]
Here is a molecular structure, C12H33CrF2N3O3 from the OMol25 dataset. Energies are from ωB97M-V/def2-TZVPD.

The geometry in XYZ format:
```
54
Properties=species:S:1:pos:R:3:forces:R:3
Cr -0.7789 1.4872 -0.0513 3.1183 2.9417 -0.6724
F -0.1347 3.4927 0.0147 -1.1787 -1.7066 0.3791
F 0.8208 1.3699 -1.2876 -1.3302 -1.0022 0.5390
C -3.6338 -1.4386 1.3824 1.1043 -0.4808 0.2941
C -2.8425 -0.1821 1.0006 -1.7090 -0.7187 -1.5044
C -2.5619 0.7814 2.1325 -0.5950 -0.2071 -0.7040
O -2.0801 1.9721 1.5207 -0.1020 -0.2824 0.5355
C -1.9859 3.0189 2.4785 -0.1103 1.1458 -0.0378
N -1.6372 -0.4750 0.1811 -0.2920 -1.4139 0.4454
H -3.8537 -2.0443 0.5017 0.0856 0.1861 -0.1464
H -4.5922 -1.2341 1.8538 0.1613 0.1439 0.2769
H -2.9817 -2.0588 2.0089 -0.4256 -0.1278 0.3097
H -3.5513 0.2468 0.2816 0.2924 0.9401 0.2760
H -1.8652 0.3898 2.8802 0.1367 0.0514 -0.0826
H -3.5225 0.9905 2.6136 0.0922 0.0398 0.1725
H -1.2940 2.8198 3.2993 -0.1139 -0.5198 -0.0027
H -2.9981 3.2156 2.8388 0.0599 -0.1194 0.3017
H -1.6305 3.9421 2.0258 0.1066 -0.3361 -0.5750
H -1.2415 -1.3160 0.6132 0.8964 0.6542 0.4083
H -1.8645 -0.9638 -0.6926 -0.4028 0.7673 -0.3049
C -0.4370 0.1229 -4.9087 0.8119 0.3677 -0.3312
C 0.1304 -0.9660 -3.9990 -0.7529 0.2338 -0.1399
C 1.6460 -0.8696 -3.8990 -0.1592 0.3915 -0.1904
O 2.2856 -0.9333 -5.1720 0.0620 -0.8886 0.5749
C 2.5437 -2.2607 -5.5574 0.0297 -0.2288 -1.2287
N -0.5040 -0.8681 -2.6485 0.3810 0.8353 -0.2699
H -0.0378 1.1086 -4.6469 -0.1985 -0.0418 0.4852
H -1.5258 0.1503 -4.8549 -0.0108 -0.0466 -0.2367
H -0.0800 0.0218 -5.9361 -0.3565 -0.3852 -0.0767
H -0.1844 -1.9338 -4.4023 0.3205 -0.0756 -0.1098
H 1.9668 -1.6581 -3.2091 0.4195 0.0404 -0.1077
H 1.9585 0.1094 -3.5328 -0.3528 -0.0448 0.4733
H 3.1627 -2.2314 -6.4573 0.1384 0.1659 0.1146
H 1.6437 -2.7949 -5.8869 -0.1628 0.0092 0.3633
H 3.0758 -2.8677 -4.8197 -0.0850 0.2236 0.2842
H 0.0714 -0.1814 -2.1374 0.2232 -0.1325 0.1650
H -1.2939 -0.2573 -2.8589 -0.3307 -0.3211 0.3012
C 1.7328 -1.1180 1.0356 -0.0195 -0.4503 1.1053
C 1.0010 -0.4062 2.1749 0.7529 1.0375 -1.2010
C 1.8748 -0.3262 3.4146 -0.1622 -1.2257 1.5084
O 1.3255 0.6114 4.3466 0.2562 0.3767 -0.4048
C 2.3246 1.3352 5.0291 0.5598 0.2918 0.3223
N 0.7033 0.9953 1.7156 0.7310 -0.9180 1.3678
H 1.1277 -1.1595 0.1339 0.1266 -0.0044 -0.0962
H 1.9976 -2.1159 1.3988 -0.0852 -0.1608 -0.3722
H 2.6773 -0.6057 0.8520 -0.1075 0.1210 -0.2780
H 0.0624 -0.9087 2.4190 -0.0153 0.0353 0.0751
H 2.9446 -0.1607 3.2540 -0.1581 0.6242 -0.5891
H 1.8949 -1.2819 3.9598 -0.2144 -0.2332 -0.3339
H 2.8004 0.7516 5.8249 -0.0797 -0.1848 -0.0690
H 1.9282 2.2362 5.4961 -0.4356 -0.1456 -0.1025
H 3.1164 1.6704 4.3516 -0.0447 -0.0671 -0.1070
H 0.7274 1.4449 2.6341 -0.6169 0.7576 -0.3782
H 1.5690 1.3329 1.2906 -0.2586 0.0879 -0.4258
```
Forces are in eV/Å.

For the total energy, the calculation gives -2111.18707 Eh. Its spin multiplicity is 5. Its expectation value of S² is 6.0102. The calculation puts the lowest unoccupied orbital energy (spin up / spin down) at 0.254 / 0.202 eV. Its HOMO-LUMO gap (spin up / spin down) is 7.647 / 9.230 eV.

=====

[4]
Here is a molecular structure, C12H33CuN3O11S2 from the OMol25 dataset. Energies are from ωB97M-V/def2-TZVPD.

The geometry in XYZ format:
```
62
Properties=species:S:1:pos:R:3:forces:R:3
Cu -0.2984 -0.5926 1.9371 0.6383 -0.2613 1.0766
S 3.0820 -0.0209 4.5606 -1.0677 -1.1591 0.6930
O 3.1829 -0.5294 3.2171 0.2092 -0.2677 -3.6828
O 1.6839 0.5038 4.7296 -0.6365 0.9746 -0.1899
O 3.2511 -1.1530 5.4395 0.2133 -1.3513 2.0330
O 4.1101 0.9642 4.8287 1.0102 2.1588 0.2584
S -2.0943 -4.5260 4.9935 0.2417 -0.3069 2.2949
O -2.5035 -5.9145 4.8897 -0.9111 -2.3727 -0.3960
O -3.2446 -3.6637 4.7531 -1.3871 1.4031 -0.5634
O -1.5386 -4.2923 6.3424 -0.1272 0.3132 0.8991
O -1.0166 -4.2695 4.0640 1.7661 0.9672 -2.5791
C -1.1006 -4.0469 -2.4152 1.4065 0.6534 -1.4279
C 0.4874 -4.2025 -2.3878 -2.5512 -0.9271 0.5477
C 1.2086 -3.8023 -3.7502 -0.4606 -0.6048 1.4250
O 2.6137 -4.2276 -3.7626 -1.9179 1.3296 0.5340
C 3.4236 -3.5295 -4.6886 0.1493 -0.7672 0.2140
N 0.8374 -3.5422 -1.1236 1.7505 0.2995 -1.7312
H -1.6281 -4.0628 -1.4614 0.6593 -0.2009 0.2065
H -1.5217 -4.8252 -3.0516 -0.2441 0.2503 -0.2496
H -1.2169 -3.0405 -2.8173 -0.7420 0.0233 -0.2482
H 0.5362 -5.2909 -2.3550 0.9379 -0.3603 0.2124
H 0.9998 -2.7630 -4.0036 0.8676 0.5544 0.4378
H 0.6747 -4.3020 -4.5585 -0.0777 -0.6315 0.0060
H 3.0029 -2.6054 -5.0849 -0.2336 -0.0098 0.1087
H 3.6106 -4.2412 -5.4928 0.2428 0.2678 -0.4669
H 4.3651 -3.3012 -4.1890 0.0725 0.0736 -0.0718
H 1.8401 -3.6560 -1.0807 0.3484 0.3672 0.7282
H 0.4505 -3.9816 -0.3006 -0.2389 -0.2832 -0.1165
C -4.4428 2.3742 0.7913 0.9799 1.4065 0.9759
C -4.2394 1.7777 2.1969 -0.8232 -0.1965 -0.5877
C -5.3733 2.0611 3.2862 0.0665 1.3556 -1.9628
O -5.3106 1.2841 4.4081 -1.0235 -1.7805 -0.6924
C -4.5657 1.7620 5.4364 0.8719 1.5391 1.2427
N -4.2318 0.3573 1.9025 -0.4274 -0.1894 0.7881
H -5.3427 2.0637 0.2603 -0.0700 0.1367 0.2049
H -3.5563 2.1372 0.2031 -0.1663 -0.6008 -0.0724
H -4.3080 3.4515 0.8879 -0.8280 0.4352 -0.2694
H -3.2321 2.0720 2.4916 -0.1455 0.2036 0.5923
H -6.3946 1.9521 2.9211 -0.0090 -1.0639 -0.9910
H -5.5107 3.1306 3.4454 0.9943 0.6733 0.8770
H -3.5537 2.0034 5.1113 0.3461 -0.2838 0.3079
H -4.5932 1.1170 6.3146 0.2030 -0.3546 -0.4426
H -5.0206 2.7031 5.7455 0.0242 0.5174 0.3563
H -5.2003 0.3041 1.6209 -0.3461 -1.0670 -0.6540
H -4.2864 -0.0886 2.8071 0.4764 -0.8062 0.3236
C 2.2187 4.9048 -2.3560 0.4346 -0.4944 -1.6567
C 2.2188 3.3564 -2.3628 0.6632 0.1108 1.2286
C 3.5400 2.7407 -2.7392 0.5312 -1.2861 -0.9153
O 3.7813 2.8586 -4.1499 -0.2171 1.6556 -0.8678
C 5.1368 2.9896 -4.5877 -0.4369 -1.3971 1.7935
N 1.9407 2.9204 -0.9824 -0.3661 0.4337 -0.1390
H 2.7282 5.3547 -1.5040 -0.3288 -0.3708 0.3892
H 1.2118 5.2944 -2.5061 0.0548 0.1283 0.2877
H 2.8349 5.2425 -3.1893 -0.2028 0.1450 -0.4406
H 1.4904 2.8691 -3.0110 -0.2699 0.6409 -0.2753
H 3.4978 1.6631 -2.5805 -0.4708 -0.3008 0.2927
H 4.3532 2.9938 -2.0589 0.3824 0.9808 -0.3285
H 5.2960 3.0611 -5.6636 -0.7401 0.2116 0.0481
H 5.5260 2.0271 -4.2559 1.1021 -0.0055 -0.2303
H 5.6538 3.7842 -4.0497 0.0646 0.2063 -0.1108
H 1.7512 3.8017 -0.5269 -0.3370 -0.3638 0.7634
H 2.7855 2.5902 -0.5381 0.0953 -0.3516 0.2126
```
Forces are in eV/Å.

As for the total charge: -3. The energy relative to the best compared isomer or geometry (same formula, charge and spin) comes out at 698.65 kJ/mol. For the total energy, the calculation gives -3905.35534 Eh. The calculation puts the lowest unoccupied orbital energy at 4.476 eV. Its HOMO-LUMO gap is 2.233 eV.